(1)
Below is 8 unconnected molecules or ions with the total composition C33H72F5NO24S7, with properties calculated with ωB97M-V/def2-TZVPD.

As for the spin multiplicity: 2. The net charge is -1. The value obtained for the LUMO energy (spin up / spin down) is 1.31 / 1.31 eV. Its frontier orbital gap (spin up / spin down) is 5.77 / 5.77 eV.

Structure (XYZ):
```
142
C33H72F5NO24S7 (ωB97M-V/def2-TZVPD)
C 0.211 -9.998 10.575
H -1.932 4.318 2.971
C -2.248 0.656 7.667
H 4.941 -2.456 -6.591
H -3.410 3.925 -0.750
H -3.214 1.552 -0.198
H -9.316 4.059 1.540
O 8.051 -2.756 -8.195
O -1.087 -9.399 10.445
H -7.894 4.001 -2.998
H -0.514 0.485 3.981
O 5.865 -3.706 -8.954
H 6.175 -3.652 -6.122
H 0.945 4.359 -1.074
H -7.717 4.582 2.164
H 0.762 -9.919 9.635
S 0.744 -4.575 5.369
H -4.304 -0.005 7.501
H -2.478 1.719 7.558
H -9.231 5.136 -2.898
H -0.032 5.135 2.332
C 3.352 -4.109 3.502
H 1.495 4.715 -7.527
C -7.503 5.721 -1.742
H -3.256 3.136 2.942
H -7.720 6.789 -1.759
C 0.083 4.465 -0.375
H 1.657 4.724 1.853
C 2.170 -5.020 3.230
F -1.107 1.388 -1.564
H 0.915 -6.356 6.899
H 3.523 1.511 -10.401
O -8.037 5.216 -0.505
S -7.596 3.749 -0.037
H -3.227 -1.183 8.234
C 0.092 -5.805 6.453
O -1.748 0.126 6.437
C -2.503 4.240 -0.190
C -0.644 2.261 -2.474
H 5.079 -2.822 -1.098
H 6.222 -2.469 -11.170
H 7.711 -0.839 -9.970
C 0.725 4.722 -8.299
H 2.378 1.599 -4.326
H -0.473 -5.292 7.228
H 4.872 -1.356 -11.026
H 0.423 -9.445 12.651
C -8.256 3.824 1.599
S 2.530 2.030 -8.330
H 3.714 1.052 -2.256
H -1.828 -0.131 2.948
H -0.101 2.792 -7.766
C -1.382 -0.167 3.938
C 3.062 0.317 -2.733
H -4.322 2.569 0.762
H 0.206 5.490 0.053
H 3.044 -3.212 4.039
C -1.458 6.021 -1.633
H -1.115 -1.194 4.189
H 2.243 -0.137 -4.675
C 5.959 -1.413 -11.110
H -7.795 5.529 -3.871
F -2.592 3.509 -2.992
O -0.442 6.741 -1.886
S 5.108 -1.294 -2.892
N -0.957 2.582 1.077
C -2.280 3.229 1.003
H 2.592 0.133 -9.727
H 6.389 0.319 -9.927
H -3.303 1.375 1.662
C -3.332 2.055 0.784
H 2.101 0.359 -2.223
H 6.271 -0.937 -12.041
O -2.759 1.817 4.933
O 3.577 -1.017 -2.538
S -1.179 -7.915 9.844
H 1.075 1.608 -0.016
H 0.045 -11.059 10.764
O 5.242 -1.424 -4.317
H 1.240 -8.356 11.542
H 1.859 2.198 1.527
H -3.551 4.694 2.156
O 1.980 1.252 -7.262
H 1.940 -9.941 11.867
O -0.825 1.891 2.168
O 1.634 -3.742 6.122
H -0.116 5.309 -7.926
C 1.437 2.499 0.537
H -3.191 -6.863 9.297
H 4.190 0.554 -9.052
H 6.200 -3.301 -2.403
O -3.709 -0.495 5.055
H -0.531 3.362 -9.372
O -0.329 -4.024 4.592
C 0.196 3.465 0.842
H 4.095 -4.617 4.120
O 6.137 -1.262 -8.673
C 1.001 -9.403 11.726
C -8.142 5.061 -2.949
H 0.811 3.634 3.000
H -8.116 2.845 2.053
C 5.213 -2.904 -2.175
C -2.756 3.933 2.337
H 2.503 -5.874 2.638
H -3.407 -8.076 10.585
C 2.858 0.630 -4.201
H -1.439 0.573 8.393
C 0.662 4.289 2.110
O 5.933 -0.395 -2.143
C 6.005 -2.673 -6.567
O 3.431 3.115 -8.082
O -6.169 3.698 0.036
H 3.808 0.658 -4.737
C 3.280 0.945 -9.504
H 3.820 -3.795 2.567
S 6.617 -2.729 -8.221
O -0.824 -6.978 10.866
F -0.927 1.688 -3.701
F 0.716 2.311 -2.448
H -0.560 -6.466 5.887
C -1.328 3.666 -2.477
C -1.285 4.494 -1.152
F -0.642 4.397 -3.434
H -3.217 -8.599 8.879
O -8.346 2.778 -0.779
S -2.590 0.404 5.092
H 6.545 -1.912 -6.015
H 1.149 5.218 -9.174
H -6.416 5.611 -1.759
C 0.281 3.314 -8.646
C -2.930 -7.866 9.630
H 4.446 -3.537 -2.617
H 2.238 3.057 0.002
C -3.453 -0.117 8.173
O -2.596 6.495 -1.809
C 6.623 -0.747 -9.919
O -0.548 -7.895 8.557
H 1.399 -4.506 2.650
O 1.334 2.550 -9.262
O 1.612 -5.555 4.438
H -3.755 0.241 9.159
H -2.746 5.228 0.266
```


(2)
Below is 3 unconnected molecules or ions with the total composition C33H74BN7O5P2, with properties calculated with ωB97M-V/def2-TZVPD.

Its structure (SMILES) is CCOCCCCCB(CCCNCc1ccccc1O)CCCOC.CN(C)P(=O)(N(C)C)N(C)C.CN(C)P(=O)(N(C)C)N(C)C. The net charge is 0. The value obtained for the LUMO energy is 0.22 eV. Its frontier orbital gap is 8.22 eV.

Structure (XYZ):
```
122
C33H74BN7O5P2 (ωB97M-V/def2-TZVPD)
C 1.062 4.888 -3.982
C -6.444 -2.110 6.123
H 3.868 3.630 0.950
H 0.872 3.223 -6.191
H -4.003 -1.753 -3.706
H 2.664 0.593 -0.350
H -3.701 -1.054 5.857
H 5.943 -0.444 2.787
H -3.787 -2.460 0.498
H 2.471 0.110 -4.755
H -5.606 -1.879 6.772
C -1.270 -2.286 -1.823
H 0.012 0.731 -5.145
C -1.079 2.388 -0.979
H 0.373 0.560 5.410
H -6.561 -5.152 6.553
P 2.490 0.511 2.427
H 1.595 5.510 -3.245
H 4.172 2.467 -7.640
C -0.627 4.418 -2.097
C -3.264 -5.464 6.238
C 2.686 1.630 -0.019
C 0.296 -1.345 -5.921
H 4.650 3.442 -5.003
H 1.942 2.321 5.555
H 2.471 3.065 4.094
H -1.712 4.494 -1.904
H 0.301 0.568 -6.889
H -2.144 -1.730 6.354
H 0.406 -1.301 -3.922
C 3.320 3.105 1.736
H 6.648 1.171 -5.532
H 1.454 -0.743 4.929
H -2.721 -4.904 7.004
H -2.355 0.623 -1.353
H 4.511 1.523 4.880
H -7.278 -3.380 3.371
C 0.608 0.194 -5.898
C 6.031 1.801 -4.873
N 4.030 0.386 3.179
N 3.120 1.719 1.375
H 3.383 2.152 -0.680
H 2.609 -0.248 -6.526
C -5.553 -5.119 6.958
C 1.833 3.563 -4.245
C -1.487 -1.788 -4.391
C -3.186 -1.982 6.135
H -2.044 -2.466 -5.058
H -2.655 -1.712 3.477
C 5.298 -0.345 -4.177
P -4.692 -3.793 4.588
H 5.025 -0.898 -3.268
C 5.224 0.250 2.344
H -5.513 -4.383 7.767
H 3.572 0.052 5.225
H -1.350 -2.651 0.312
O -0.140 3.124 -1.764
H -3.396 -6.490 6.592
N -3.257 -2.974 5.086
C 0.890 0.123 4.555
H -0.514 -1.524 -6.639
H -5.121 -1.999 -1.576
H 6.735 2.429 -4.298
H -1.730 3.031 -0.372
H -0.517 1.717 -0.309
H 0.522 -1.867 -1.198
H -2.644 -5.520 5.347
H 1.394 2.732 -3.679
O 0.103 -2.411 -1.876
C -1.899 1.452 -1.908
H 1.687 2.050 -0.170
H -7.570 -4.638 4.587
H -8.259 -3.031 4.787
H -0.145 5.207 -1.491
C -4.036 -2.094 -1.610
H 2.408 4.068 -6.242
N -6.179 -3.160 5.170
C 1.893 3.213 -5.765
N 1.779 1.062 3.893
C 1.724 2.379 4.479
H 6.268 -0.720 -4.537
H -1.322 -2.470 4.370
H 1.079 5.467 -4.920
C -7.374 -3.567 4.444
H 3.945 3.198 2.628
H -5.392 -6.105 7.402
H 4.544 -0.604 -4.937
H -1.196 1.036 -2.644
H -0.947 5.633 -3.824
C -3.392 -1.942 -2.818
N -0.044 -1.913 -4.597
N -4.551 -4.829 5.951
O -4.738 -3.143 3.219
C 4.163 1.994 -6.645
H 4.977 -0.145 1.362
H -2.286 -3.432 3.277
H -0.858 3.879 -4.183
H 5.854 3.351 -6.291
H 5.253 -0.077 4.831
H 5.716 1.218 2.215
C -0.417 4.695 -3.589
C -2.341 -2.622 4.002
C -3.283 -2.339 -0.461
C 4.344 0.481 4.591
H 1.232 -1.835 -6.225
H -1.804 -0.763 -4.691
O 1.206 0.300 1.645
C 2.141 0.402 -5.768
C -1.916 -2.437 -0.598
C 5.142 2.751 -5.698
H 0.121 -0.243 3.868
O 5.284 1.049 -3.924
H -7.240 -2.421 6.814
H 2.868 3.761 -3.928
C -2.006 -2.014 -2.975
H -3.587 -2.368 7.075
H -2.659 2.065 -2.414
H 4.569 0.976 -6.782
H 0.736 2.839 4.360
B 2.676 1.869 -6.051
H 2.368 3.630 1.885
H -6.768 -1.184 5.633
```


(3)
Below is 6 unconnected molecules or ions with the total composition C33H76F3N3O13PS5, with properties calculated with ωB97M-V/def2-TZVPD.

The net charge is +1. The value obtained for the LUMO energy is -3.51 eV. Its frontier orbital gap is 6.53 eV.

Structure (XYZ):
```
134
C33H76F3N3O13PS5 (ωB97M-V/def2-TZVPD)
H 2.184 -4.162 4.462
C -5.159 7.206 -4.664
H 4.429 -12.807 6.464
H -0.409 -9.215 2.663
C -2.066 -1.168 -0.690
H -3.116 -0.909 -0.602
O 1.630 -7.283 3.023
C 3.019 -4.464 3.834
C -0.667 -0.056 1.044
H -5.428 9.943 0.598
N -0.084 2.981 0.134
H -1.448 6.675 4.924
C -4.960 10.800 0.113
C -4.536 5.808 -4.537
H -0.759 -8.468 4.242
C -3.825 3.693 -5.735
H 1.808 -9.810 1.815
H -2.140 3.222 -6.949
C -0.109 -9.160 3.709
H -5.099 5.250 -6.491
H -4.182 3.362 -4.771
C -1.368 3.319 0.756
O -2.739 7.110 2.871
H 5.448 -4.146 2.417
H 3.348 -9.619 2.688
H -5.262 5.158 -4.065
H -0.782 2.055 -5.455
C -0.957 -6.403 1.290
O 2.067 -3.262 1.669
H 1.204 6.750 -0.777
O 5.457 2.919 -0.322
H -4.494 7.965 -4.274
C -2.314 3.454 -5.905
S -0.764 -5.179 -0.007
H 0.918 3.359 -1.676
C 2.291 -9.826 2.795
C -4.204 5.176 -5.881
H -1.799 -6.101 1.910
H -4.339 3.162 -6.526
H -1.986 3.859 0.057
H -2.142 -2.590 -2.246
H 2.327 3.540 0.982
H -3.316 9.452 2.002
H 3.515 0.559 -0.141
H -1.485 -0.126 1.752
H -0.173 4.681 1.967
C -1.727 2.357 -5.013
C -2.710 -0.712 -3.095
H -3.275 0.044 -2.555
H 2.303 -0.063 0.927
O 1.025 4.937 -0.312
C -1.849 -1.558 -2.149
H 0.296 -7.002 -1.132
H -6.065 7.261 -4.077
O 3.904 4.896 -0.673
H -5.056 11.690 0.733
F 4.102 -1.571 -0.748
F 4.046 -0.231 -2.518
H 6.609 -10.798 4.071
F 3.025 -2.187 -2.573
H 4.887 -3.461 0.873
O -2.236 5.068 2.106
N 0.186 1.105 1.486
O -1.952 -5.290 -0.900
H -0.539 4.278 -1.397
C -2.780 10.294 1.565
H 7.138 -11.568 5.586
C 6.299 -11.426 4.904
H -3.022 11.217 2.091
S 3.256 -3.217 2.576
H -0.164 -10.144 4.174
H 0.865 -5.414 -1.709
H -0.047 -6.441 1.893
H -1.965 0.926 -0.388
H -1.773 -0.768 -4.993
H -5.391 7.437 -5.694
O 3.795 -10.572 4.847
C 4.601 -4.057 1.737
C -1.905 -0.038 -4.202
C -1.137 4.188 1.998
S 4.970 -10.584 5.768
H -1.160 -7.376 0.841
H 1.596 -1.919 0.097
C -1.267 0.098 -0.325
C 2.055 -0.519 -1.186
C -1.357 5.791 4.317
C 2.449 0.419 -0.035
H -3.423 5.726 -6.396
S -3.221 10.448 -0.169
C 0.347 3.878 -0.915
O 3.701 2.837 -2.104
C -2.146 6.053 3.067
H -1.868 2.423 1.079
H 3.195 3.475 -2.614
H -3.423 -1.359 -3.587
C 2.877 2.706 0.579
C -2.631 1.153 -4.836
H 5.906 2.560 -1.094
H -0.304 5.672 4.087
H -1.820 4.401 -5.716
H 3.425 2.163 1.336
H -3.643 5.832 -3.920
C 3.333 -1.120 -1.791
H -1.887 -1.989 -0.007
H -0.530 0.216 -1.110
H 3.839 -11.569 7.600
H 1.452 -6.046 -0.150
S 1.576 -8.548 3.825
P 4.011 3.439 -0.672
H -5.427 10.973 -0.854
O -2.596 11.696 -0.672
H 5.944 -12.386 4.531
H -1.129 3.531 2.869
H 3.921 -4.543 4.442
C 0.602 -6.000 -0.831
H -0.903 0.232 -3.877
N 1.878 1.788 -0.100
H 2.790 -5.419 3.356
O 1.017 5.968 -1.307
H -1.508 2.831 -4.058
H 1.538 0.026 -1.967
H 2.158 -10.789 3.273
H 4.266 -5.042 1.412
H -0.796 -1.432 -2.370
C 0.634 1.946 0.503
H -3.087 0.893 -5.783
H -1.709 10.111 1.623
H -1.695 4.923 4.867
H -0.206 1.603 2.267
O 1.288 -1.623 -0.770
C 4.675 -11.878 6.977
H 5.564 -12.005 7.593
H -3.431 1.432 -4.161
H -0.119 -0.974 1.162
```